81
Properties=species:S:1:pos:R:3 method="wB97M-V/def2-TZVPD" orbital_gap_ev="4.72 / 4.69" lumo_ev="-0.85 / -0.85" relative_energy_ev=1.1297 total_charge=0
Ti 0.089 0.623 0.084
C -4.885 0.792 3.372
C -3.578 0.070 3.696
N -2.406 0.885 3.411
C -1.961 1.035 2.137
S -0.762 2.277 1.833
N -2.461 0.312 1.178
N -1.803 0.511 -0.009
C -2.483 0.817 -1.118
C -3.981 0.810 -1.192
C -1.641 1.365 -2.097
C -2.040 1.801 -3.380
C -1.162 2.489 -4.168
C 0.135 2.763 -3.674
C 0.496 2.274 -2.452
N -0.341 1.569 -1.654
H -5.744 0.166 3.616
H -4.922 1.027 2.308
H -4.961 1.725 3.933
H -3.488 -0.830 3.089
H -3.548 -0.212 4.749
H -2.202 1.652 4.028
H -4.386 1.757 -0.826
H -4.384 0.014 -0.566
H -4.322 0.663 -2.215
H -3.045 1.591 -3.716
H -1.447 2.815 -5.159
H 0.839 3.342 -4.255
H 1.502 2.428 -2.078
C -0.528 -5.475 1.159
C -1.590 -4.685 1.920
S -1.700 -2.899 1.522
C -3.250 -2.796 0.569
C -3.207 -3.303 -0.866
S -2.104 -2.321 -1.951
C -0.906 -3.596 -2.475
C -0.100 -4.216 -1.338
S -0.863 -5.717 -0.616
H -0.482 -6.487 1.566
H 0.459 -5.028 1.261
H -1.359 -4.727 2.986
H -2.577 -5.120 1.762
H -3.467 -1.729 0.589
H -4.017 -3.333 1.132
H -4.211 -3.241 -1.292
H -2.861 -4.328 -0.916
H -0.237 -3.055 -3.147
H -1.442 -4.356 -3.047
H 0.014 -3.497 -0.534
H 0.882 -4.521 -1.704
C 4.391 3.023 2.384
C 3.419 1.897 2.324
C 3.204 0.825 3.155
C 2.100 0.131 2.619
N 1.676 0.743 1.523
N 2.488 1.806 1.352
C 1.434 -1.097 3.140
H 5.111 2.857 3.181
H 3.865 3.958 2.582
H 4.930 3.126 1.441
H 3.757 0.570 4.043
H 2.348 2.434 0.581
H 1.150 -0.952 4.182
H 2.116 -1.948 3.099
H 0.543 -1.319 2.554
O 1.787 0.148 -1.026
C 1.587 -1.037 -0.638
O 0.495 -1.279 -0.031
C 2.600 -2.089 -0.838
C 3.449 -2.052 -1.943
C 4.399 -3.047 -2.113
C 4.539 -4.057 -1.181
C 3.693 -4.078 -0.074
C 2.718 -3.108 0.093
N 3.834 -5.118 0.919
O 4.751 -5.903 0.804
O 3.025 -5.153 1.827
H 3.339 -1.246 -2.656
H 5.044 -3.026 -2.982
H 5.285 -4.832 -1.286
H 2.085 -3.128 0.968